[1]
Computed, not measured: 11 unconnected molecules or ions with the total composition C33H88O11 at a distorted geometry, with ωB97M-V/def2-TZVPD.

Structure (XYZ):
```
132
Properties=species:S:1:pos:R:3:forces:R:3:mulliken_charge:R:1
C -3.9766 1.2639 0.7158 -0.18 -0.73 0.72 -0.963
C -3.5356 2.4842 1.5560 0.89 -1.41 0.22 0.465
C -2.1407 2.3694 2.2246 -0.35 -0.08 0.79 -0.726
O -3.4437 3.5626 0.7031 0.20 1.53 -1.12 -0.583
H -4.9506 1.4170 0.2510 0.17 0.56 -0.46 0.510
H -4.2047 0.3399 1.2471 0.34 0.02 0.78 0.350
H -3.2233 0.9507 -0.0070 0.00 0.47 -0.27 -0.054
H -4.2813 2.7175 2.3161 -0.04 -0.31 0.34 0.317
H -2.1807 1.7635 3.1297 -0.19 -0.37 -0.08 -0.098
H -1.7959 3.3255 2.6185 -0.33 0.32 -0.27 0.456
H -1.3012 1.9985 1.6366 -0.40 -0.13 -0.51 -0.044
H -4.3160 3.7420 0.3445 -0.06 0.14 -0.16 0.341
C -1.3687 0.3059 5.8797 0.23 0.25 -0.37 -0.755
C -1.0734 1.7157 6.4168 -1.82 -1.80 0.88 0.236
C -0.9093 1.6317 7.9193 -0.02 0.51 0.25 -1.514
O 0.0659 2.2173 5.8362 1.18 0.81 -0.91 -0.567
H -2.1562 -0.2199 6.4196 -0.04 0.14 -0.05 0.244
H -0.4526 -0.2788 5.9630 0.12 -0.17 0.21 0.260
H -1.5894 0.3342 4.8126 -0.22 -0.01 -0.04 0.120
H -1.9171 2.3666 6.1875 0.14 0.22 -0.18 0.484
H -0.7313 2.6444 8.2810 0.08 -0.09 0.31 0.363
H -0.0530 1.0017 8.1604 0.19 -0.03 0.05 0.374
H -1.7643 1.2046 8.4434 -0.10 0.10 -0.16 0.408
H 0.7846 1.6910 6.1940 0.31 0.06 0.01 0.377
C -0.2380 -0.9540 1.3894 0.46 -0.16 -0.47 -0.884
C -0.4182 -0.7718 -0.1233 -0.22 0.85 1.17 2.575
C 0.1359 0.5246 -0.6587 0.69 -0.14 -0.12 -0.577
O 0.2125 -1.8268 -0.7957 0.20 -0.29 -0.71 -0.657
H -0.4547 -1.9950 1.6288 -0.36 0.10 0.22 0.269
H -0.8443 -0.2583 1.9696 -0.02 -0.12 0.05 0.321
H 0.8140 -0.8281 1.6457 0.10 0.22 -0.01 -0.441
H -1.4917 -0.6691 -0.2818 -0.28 -0.83 -0.46 -1.284
H 1.1505 0.6922 -0.2974 0.07 0.24 0.42 -0.249
H -0.5323 1.3436 -0.3923 0.23 0.14 -0.15 0.269
H 0.2884 0.4504 -1.7354 -0.53 0.12 -0.18 -0.153
H -0.1136 -2.6801 -0.5004 -0.56 -0.33 0.33 0.106
C -2.6811 -0.0908 -3.2165 -0.60 0.09 0.18 -0.586
C -3.3335 1.2007 -3.7079 0.73 0.38 1.98 0.286
C -2.7049 2.4552 -3.0728 -0.14 -0.22 -0.27 -0.496
O -3.2219 1.2672 -5.0622 0.43 0.85 -2.46 -0.622
H -2.7890 -0.1622 -2.1342 -0.09 -0.32 0.03 -0.209
H -1.6283 -0.2219 -3.4663 0.06 0.45 -0.12 0.048
H -3.2187 -0.8885 -3.7290 -0.01 -0.41 0.35 0.603
H -4.3829 1.2397 -3.4158 -0.30 -0.37 0.19 0.274
H -3.1654 3.3810 -3.4177 -0.23 -0.14 -0.18 0.532
H -1.6428 2.5526 -3.2976 0.07 -0.27 0.04 -0.374
H -2.8573 2.4185 -1.9942 0.16 -0.03 0.09 0.082
H -3.6095 0.5134 -5.5128 -0.12 -0.12 0.19 0.365
C -3.1440 -2.9121 0.8416 0.05 0.19 0.71 -0.919
C -2.5397 -4.3533 0.8118 -0.96 1.45 0.07 0.776
C -3.4223 -5.2630 -0.0319 0.17 -0.16 -0.47 -1.531
O -1.2111 -4.1896 0.3536 0.79 0.33 -0.66 -0.378
H -4.1576 -2.8951 1.2421 -0.31 -0.42 -0.58 0.592
H -3.0676 -2.3581 -0.0940 -0.37 -0.66 -0.51 0.181
H -2.7041 -2.1700 1.5079 0.82 -0.56 0.48 -0.018
H -2.4870 -4.7557 1.8234 -0.19 0.03 0.20 0.021
H -4.4185 -5.3257 0.4060 0.13 -0.23 0.22 0.391
H -2.9857 -6.2539 -0.1562 -0.07 -0.18 0.39 0.405
H -3.5917 -4.9362 -1.0579 0.25 0.54 0.01 0.344
H -0.6913 -4.9960 0.3852 -0.28 -0.31 0.10 0.220
C 1.2210 0.7736 -4.8455 -0.52 -1.11 0.48 -0.044
C 1.0232 0.7978 -6.3435 -1.57 0.33 -0.84 -0.047
C -0.2498 0.0430 -6.8280 0.58 -0.34 0.73 -0.850
O 0.8152 2.1495 -6.7615 0.65 0.14 -0.06 -0.595
H 0.3052 0.9727 -4.2891 -0.45 0.66 -0.35 -0.542
H 1.9754 1.4493 -4.4425 0.21 -0.23 -0.36 0.317
H 1.3399 -0.2611 -4.5240 0.86 -0.19 0.09 0.284
H 1.8598 0.4010 -6.9186 0.31 0.27 0.27 0.393
H -0.1835 -1.0368 -6.6952 0.13 -0.13 0.09 0.385
H -0.4464 0.2222 -7.8850 0.15 0.20 0.11 0.347
H -1.0913 0.3817 -6.2237 -0.18 0.11 -0.10 -0.041
H -0.0328 2.3943 -6.3840 -0.20 0.27 -0.03 0.324
C 4.0265 -2.7302 -3.6737 0.46 -0.79 -0.20 -1.542
C 2.8319 -3.0354 -2.7632 2.28 0.53 0.75 0.651
C 3.2147 -4.0362 -1.6020 -0.92 0.33 -1.08 -1.308
O 2.5589 -1.7723 -2.1298 0.01 -0.22 -0.24 0.258
H 4.0612 -1.7127 -4.0632 -0.48 0.00 0.02 0.301
H 4.0788 -3.4152 -4.5200 -0.15 -0.01 -0.08 0.463
H 4.9737 -2.8823 -3.1563 0.01 0.01 0.27 0.392
H 1.9857 -3.3424 -3.3780 -0.18 -0.16 0.30 0.432
H 3.8694 -3.5649 -0.8689 0.14 0.20 -0.29 0.206
H 3.6795 -4.9549 -1.9596 -0.05 0.03 -0.09 0.423
H 2.2955 -4.2919 -1.0749 -0.04 -0.19 0.09 0.259
H 1.7374 -1.9463 -1.6645 -0.79 0.69 0.62 -0.057
C -0.1746 6.1202 -4.4758 -0.17 -0.49 0.24 -1.471
C -0.4525 5.3354 -3.1861 -0.37 -0.34 -0.76 1.075
C 0.4855 4.1835 -2.9321 0.24 -0.92 -0.09 -0.554
O -0.4215 6.1929 -2.0671 0.53 1.10 0.17 -0.580
H 0.8378 6.5220 -4.4358 -0.28 0.72 0.14 0.376
H -1.0058 6.8003 -4.6618 0.52 0.67 0.31 0.382
H -0.1668 5.5361 -5.3961 -0.07 -0.75 0.30 0.299
H -1.4817 4.9767 -3.1880 -0.07 -0.44 -0.60 -0.130
H 0.5378 3.3958 -3.6837 -0.44 0.19 -0.45 -0.210
H 0.1041 3.6720 -2.0484 0.36 -0.08 0.38 0.079
H 1.5318 4.4651 -2.8134 -0.07 0.44 0.34 0.484
H -0.5575 5.6667 -1.2758 -0.07 -0.04 0.05 0.317
C 5.8779 -0.0714 -1.6215 -0.86 -0.49 -0.33 -0.939
C 4.7435 0.9046 -1.2065 1.90 -0.23 0.10 0.123
C 4.0211 1.5342 -2.3708 0.76 -0.28 0.36 -0.609
O 3.8539 0.1429 -0.4723 -0.55 0.05 2.04 0.136
H 5.3781 -0.9013 -2.1210 0.02 -0.12 -0.19 -0.052
H 6.2933 -0.5121 -0.7152 0.45 0.31 -0.09 0.299
H 6.6002 0.3077 -2.3444 0.10 0.32 0.42 0.403
H 5.1917 1.6286 -0.5260 -0.32 0.30 -0.02 0.448
H 3.6599 0.7308 -3.0129 -0.25 0.23 -0.11 -0.154
H 4.8274 2.0773 -2.8639 -0.56 0.49 -0.38 0.459
H 3.2260 2.1328 -1.9264 -0.03 0.25 -0.64 0.236
H 3.5193 -0.5368 -1.0619 -0.80 -1.19 -0.78 0.162
C -3.6083 -3.0163 5.3315 0.46 0.29 -0.47 -1.144
C -2.3602 -3.9143 5.4344 -1.04 -0.03 0.37 0.496
C -1.0395 -3.4133 4.9397 -0.12 0.45 -1.33 -0.564
O -2.2502 -4.2729 6.7809 -0.01 -0.18 1.40 -0.587
H -4.5059 -3.5968 5.5449 0.12 0.03 0.12 0.352
H -3.7290 -2.5731 4.3430 0.10 -0.29 -0.33 0.198
H -3.5851 -2.1385 5.9773 0.23 -0.26 0.42 0.300
H -2.5944 -4.8499 4.9265 -0.06 0.02 -0.72 0.207
H -0.3068 -4.2198 4.9692 0.14 0.10 0.16 0.441
H -0.6497 -2.5037 5.3966 -0.19 -0.18 0.37 0.169
H -1.2064 -3.1758 3.8890 0.31 0.09 -0.35 -0.196
H -1.6899 -5.0515 6.8202 0.06 -0.05 0.26 0.328
C 4.9840 1.1220 3.0123 1.22 0.78 -1.26 -1.170
C 4.1390 -0.1248 3.2146 -0.81 0.26 0.20 0.424
C 2.6851 0.3857 3.3227 -0.72 -0.39 -0.07 -1.016
O 4.2662 -1.0149 2.1243 0.17 0.26 1.59 -0.252
H 5.9824 0.7778 2.7425 0.19 0.22 0.27 0.374
H 5.0164 1.8662 3.8080 -0.17 -0.69 0.50 0.417
H 4.6225 1.7037 2.1643 -0.17 -0.20 -0.25 0.219
H 4.3896 -0.6468 4.1381 0.33 -0.21 -0.34 0.478
H 2.2899 0.9358 2.4687 0.37 -0.24 -0.41 0.267
H 2.5744 1.1038 4.1353 0.25 -0.37 0.31 0.504
H 2.0922 -0.5184 3.4611 -0.36 0.28 0.25 0.204
H 3.8683 -0.6036 1.3535 -0.34 0.54 -1.28 0.281
```
Positions in Å, forces in eV/Å.

Its spin multiplicity is 2. Its HOMO-LUMO gap (alpha / beta) is 9.49 / 2.67 eV. As for the energy above the lowest of the compared OMol25 structures with the same formula, charge and spin: 2.7 kcal per mole. The expectation value of S² is 0.76. The charge is +1.


[2]
Computed, not measured: a molecular structure, C35H25Cl2GaN6O6, with ωB97M-V/def2-TZVPD.

Structure (XYZ):
```
75
Properties=species:S:1:pos:R:3:forces:R:3:mulliken_charge:R:1
Ga -0.6121 0.7710 -0.7658 0.01 -0.09 -0.05 1.832
C -3.2371 3.7331 1.0551 -0.01 -0.01 0.00 -0.973
C -2.8053 4.8986 0.4452 -0.01 0.01 0.00 -0.753
C -1.7053 4.8621 -0.3941 0.01 0.00 0.01 -1.219
C -1.0699 3.6511 -0.6110 0.00 0.00 0.00 0.741
N -1.5071 2.5260 -0.0331 -0.01 0.02 0.02 0.589
C -2.5594 2.5601 0.7861 0.01 0.00 -0.02 -0.079
C 0.0825 3.4920 -1.5341 -0.01 -0.01 0.00 0.799
C 0.7796 4.5627 -2.0645 0.01 0.00 0.00 -0.919
C 1.8017 4.3150 -2.9625 -0.01 0.00 0.00 -0.613
C 2.1026 3.0079 -3.3031 -0.01 0.00 0.00 -0.948
C 1.3797 1.9891 -2.7129 0.02 0.01 -0.01 -0.279
N 0.3992 2.2321 -1.8472 0.00 0.00 0.01 0.558
H -4.0955 3.7218 1.7102 0.00 0.00 0.00 0.481
H -3.3303 5.8298 0.6096 0.00 0.00 0.00 0.421
H -1.3734 5.7555 -0.9002 0.00 0.00 -0.01 0.428
H -2.8626 1.6155 1.2158 0.00 0.00 0.01 0.514
H 0.5260 5.5748 -1.7895 0.00 0.00 -0.01 0.424
H 2.3537 5.1376 -3.3965 0.00 0.00 0.00 0.435
H 2.8858 2.7729 -4.0087 0.00 0.00 0.00 0.475
H 1.5768 0.9487 -2.9257 0.00 0.00 0.01 0.507
Cl 0.5675 -3.3235 2.1870 0.00 0.00 0.00 -0.117
C 1.9430 -2.2849 2.3642 0.02 0.00 0.00 1.548
C 2.3073 -1.8780 3.6365 0.00 0.00 0.00 -0.776
C 3.3468 -0.9802 3.8016 0.00 0.00 0.00 -0.563
C 4.0178 -0.4872 2.6954 0.00 0.00 0.01 -0.522
C 3.6652 -0.9313 1.4370 -0.01 0.00 -0.01 0.880
Cl 4.5123 -0.2982 0.0550 0.00 0.00 0.00 -0.242
C 2.6331 -1.8505 1.2301 0.00 0.00 0.01 -2.020
N 2.2668 -2.2484 -0.0602 -0.03 0.03 -0.02 0.433
C 2.3027 -3.5944 -0.4796 0.03 -0.03 0.01 0.517
C 2.9006 -4.5942 0.2792 0.01 0.01 0.00 -0.675
C 2.8836 -5.9085 -0.1578 0.00 0.00 0.00 -0.800
C 2.2797 -6.2406 -1.3606 0.00 0.01 0.00 -0.758
C 1.6897 -5.2415 -2.1194 0.00 0.00 0.00 -0.812
C 1.6890 -3.9213 -1.6932 -0.02 -0.02 -0.03 0.799
C 1.0510 -2.8464 -2.5389 0.02 0.04 0.02 -0.974
C 0.1661 -1.9133 -1.7563 0.00 -0.07 -0.06 0.530
O -0.7585 -2.4842 -1.0570 -0.01 0.16 0.11 -0.657
O 0.3221 -0.6857 -1.8404 0.01 0.01 0.03 -0.654
H 1.7435 -2.2447 4.4829 0.00 0.00 0.00 0.478
H 3.6153 -0.6392 4.7917 0.00 0.00 0.00 0.384
H 4.8053 0.2450 2.7985 0.00 0.00 0.00 0.443
H 2.5687 -1.5840 -0.7594 0.01 -0.01 0.00 0.314
H 3.3775 -4.3377 1.2164 0.00 0.00 0.00 0.451
H 3.3493 -6.6754 0.4473 0.00 0.00 0.00 0.407
H 2.2624 -7.2662 -1.7031 0.00 0.00 0.00 0.381
H 1.2070 -5.4903 -3.0573 0.00 0.00 0.00 0.375
H 0.4290 -3.3135 -3.3051 0.00 0.01 -0.01 0.583
H 1.7947 -2.2308 -3.0489 0.00 0.00 0.00 0.262
N -4.0367 0.4072 -1.2769 -0.01 -0.04 -0.09 -0.138
C -3.1808 1.1260 -2.0296 -0.03 0.00 0.09 0.374
O -1.9819 0.6829 -2.1678 0.01 0.05 -0.01 -0.500
C -3.5935 2.3380 -2.6046 -0.05 0.00 -0.03 0.392
C -4.8944 2.8266 -2.3346 0.05 0.08 0.04 -0.212
N -5.9521 3.1794 -2.0345 -0.02 -0.04 -0.02 -0.585
C -2.6692 3.1116 -3.3449 0.01 -0.09 -0.05 0.219
N -1.8863 3.7319 -3.9236 -0.01 0.05 0.02 -0.675
H -3.6719 -0.4021 -0.8028 0.01 0.02 0.03 0.225
H -5.0040 0.6665 -1.1888 0.00 0.03 0.02 0.220
O -1.6342 -0.4811 0.2974 0.08 -0.01 -0.01 -0.936
C -1.5231 -0.5161 1.6493 0.00 0.01 0.02 0.490
C -2.5206 -1.2100 2.3408 -0.01 -0.01 -0.03 -0.572
C -2.5152 -1.2813 3.7192 0.00 0.00 0.01 -0.740
C -1.5150 -0.6437 4.4459 0.00 0.00 -0.01 -0.765
C -0.5310 0.0463 3.7664 -0.01 -0.01 0.02 -1.716
C -0.5018 0.1188 2.3722 -0.02 0.03 -0.03 1.446
C 0.6783 0.8452 1.7660 0.09 -0.08 0.00 0.711
O 1.4755 1.4088 2.4886 -0.02 0.02 0.00 -0.738
O 0.8270 0.7940 0.4638 -0.08 0.02 0.00 -0.424
H -1.2108 -1.7832 -0.4714 -0.03 -0.05 -0.01 0.515
H -3.2941 -1.6999 1.7611 0.00 0.00 0.00 0.411
H -3.2945 -1.8340 4.2289 0.00 0.00 0.00 0.430
H -1.5063 -0.6891 5.5267 0.00 0.00 0.00 0.411
H 0.2686 0.5489 4.2944 0.00 0.00 0.00 0.521
```
Positions in Å, forces in eV/Å.

Its spin multiplicity is 1. Its HOMO-LUMO gap is 7.34 eV. As for the energy above the lowest of the compared OMol25 structures with the same formula, charge and spin: 0.0 kcal per mole. The charge is 0.